26
Properties=species:S:1:pos:R:3:mulliken_charge:R:1 method="wB97M-V/def2-TZVPD" orbital_gap_ev=9.994 spin_multiplicity=1 charge=0 energy_ha=-390.6086 e_homo_ha=-0.330 smiles=Cc1ccccc1.CCC de_lowest_ev=0.7417
C 1.263 2.066 2.712 -1.352
C 0.042 1.449 2.078 0.672
C 0.054 0.846 0.833 -0.345
C -1.132 0.672 0.124 -0.055
C -2.353 1.036 0.655 -0.703
C -2.377 1.648 1.909 -0.468
C -1.208 1.808 2.622 -0.546
H 1.827 2.644 1.975 0.329
H 1.993 1.359 3.112 0.302
H 0.964 2.799 3.458 0.373
H 0.957 0.595 0.292 0.384
H -1.074 0.316 -0.892 0.357
H -3.214 1.106 0.002 0.325
H -3.323 2.043 2.257 0.356
H -1.239 2.021 3.684 0.342
C 0.621 -3.185 -1.723 -1.344
C 0.561 -1.687 -1.849 0.621
C 1.127 -1.128 -3.148 -1.276
H 1.549 -3.630 -2.088 0.311
H -0.228 -3.728 -2.144 0.320
H 0.635 -3.551 -0.688 0.359
H -0.455 -1.309 -1.753 0.073
H 1.069 -1.231 -0.995 -0.052
H 0.528 -1.453 -3.998 0.330
H 1.249 -0.045 -3.164 0.340
H 2.163 -1.462 -3.274 0.347

---

26
Properties=species:S:1:pos:R:3:mulliken_charge:R:1 method="wB97M-V/def2-TZVPD" orbital_gap_ev=10.055 spin_multiplicity=1 charge=0 energy_ha=-390.6099 e_homo_ha=-0.333 smiles=CCc1ccccc1.CC de_lowest_ev=0.7076
C -1.326 2.201 -2.611 -1.110
C -1.749 1.393 -1.354 -0.845
C -0.523 1.026 -0.553 0.908
C -0.279 1.635 0.678 -0.520
C 0.853 1.289 1.410 -0.472
C 1.816 0.435 0.913 -0.732
C 1.525 -0.195 -0.293 -0.305
C 0.394 0.098 -1.035 -0.506
H -1.201 3.220 -2.265 0.344
H -1.980 2.069 -3.466 0.304
H -0.302 1.984 -2.897 0.342
H -2.405 2.029 -0.768 0.379
H -2.193 0.441 -1.627 0.366
H -1.094 2.186 1.104 0.309
H 1.030 1.887 2.284 0.376
H 2.780 0.218 1.355 0.385
H 2.127 -1.015 -0.687 0.396
H 0.108 -0.506 -1.891 0.363
C -0.520 -2.862 1.947 -0.475
C 0.382 -3.676 1.030 -0.789
H -0.363 -2.879 3.022 0.310
H -0.414 -1.818 1.646 -0.049
H -1.572 -3.059 1.737 0.261
H 1.362 -3.928 1.449 0.261
H 0.486 -3.149 0.087 0.172
H 0.025 -4.697 0.841 0.325

---

26
Properties=species:S:1:pos:R:3:mulliken_charge:R:1 method="wB97M-V/def2-TZVPD" orbital_gap_ev=10.042 spin_multiplicity=1 charge=0 energy_ha=-390.6013 e_homo_ha=-0.332 smiles=CCc1ccccc1.CC de_lowest_ev=0.9408
C -2.899 1.971 0.276 -1.147
C -1.741 1.142 0.816 -0.563
C -0.682 0.794 -0.200 0.847
C 0.677 0.931 0.122 -0.727
C 1.654 0.676 -0.817 -0.598
C 1.318 0.266 -2.109 -0.534
C -0.015 0.092 -2.411 -0.432
C -1.016 0.330 -1.462 -0.508
H -3.832 1.932 0.850 0.354
H -3.048 1.877 -0.787 0.312
H -2.763 3.037 0.498 0.289
H -1.262 1.606 1.679 0.355
H -2.176 0.215 1.202 0.287
H 0.827 1.171 1.166 0.469
H 2.653 1.065 -0.668 0.349
H 2.120 0.262 -2.833 0.418
H -0.365 -0.181 -3.398 0.385
H -2.023 0.217 -1.846 0.379
C 1.891 -2.570 0.658 -0.834
C 1.185 -1.841 1.820 -0.269
H 2.682 -3.216 1.017 0.337
H 1.205 -3.060 -0.019 0.276
H 2.488 -1.807 0.146 0.195
H 1.867 -1.754 2.671 0.335
H 0.261 -2.371 2.029 0.231
H 0.993 -0.785 1.598 -0.206

---

26
Properties=species:S:1:pos:R:3:mulliken_charge:R:1 method="wB97M-V/def2-TZVPD" orbital_gap_ev=10.025 spin_multiplicity=1 charge=0 energy_ha=-390.6153 e_homo_ha=-0.331 smiles=CCc1ccccc1.CC de_lowest_ev=0.5599
C -3.141 -2.031 -0.173 -1.099
C -2.506 -0.719 -0.737 -0.913
C -1.145 -0.550 -0.133 0.516
C -0.984 0.259 0.977 -0.411
C 0.181 0.235 1.754 -0.555
C 1.152 -0.687 1.448 -0.352
C 1.013 -1.517 0.331 -0.615
C -0.074 -1.369 -0.498 -0.147
H -3.368 -1.981 0.888 0.316
H -2.494 -2.887 -0.365 0.335
H -4.059 -2.218 -0.728 0.353
H -2.501 -0.889 -1.810 0.342
H -3.215 0.070 -0.505 0.336
H -1.760 0.960 1.263 0.291
H 0.293 0.978 2.537 0.427
H 2.010 -0.867 2.089 0.365
H 1.862 -2.157 0.138 0.394
H -0.099 -1.919 -1.436 0.400
C 3.005 1.745 -0.685 -0.772
C 1.677 2.556 -0.639 -0.623
H 2.882 0.666 -0.724 0.213
H 3.574 2.141 -1.524 0.316
H 3.545 1.892 0.256 0.228
H 0.835 1.948 -0.954 0.087
H 1.833 3.491 -1.166 0.367
H 1.482 2.853 0.397 0.202

---

26
Properties=species:S:1:pos:R:3:mulliken_charge:R:1 method="wB97M-V/def2-TZVPD" orbital_gap_ev=9.936 spin_multiplicity=1 charge=0 energy_ha=-390.5653 e_homo_ha=-0.329 smiles=Cc1ccccc1.CCC de_lowest_ev=1.9199
C 1.035 -0.188 3.480 -1.219
C 0.639 -1.049 2.265 1.007
C -0.117 -2.210 2.393 -0.582
C -0.840 -2.703 1.322 -0.329
C -0.724 -2.131 0.111 -0.854
C 0.297 -1.153 -0.048 -0.444
C 1.019 -0.548 1.019 -0.614
H 0.284 0.638 3.555 0.261
H 2.219 0.049 3.331 0.300
H 0.897 -0.715 4.432 0.351
H -0.349 -2.578 3.426 0.239
H -1.607 -3.380 1.416 0.427
H -1.324 -2.357 -0.727 0.443
H 0.531 -0.862 -1.062 0.566
H 1.835 0.153 1.028 0.421
C 1.010 1.693 -2.239 -0.811
C -0.379 2.269 -2.770 -0.269
C -1.640 1.437 -2.301 -0.820
H 1.864 2.337 -2.296 0.399
H 1.308 0.808 -2.836 0.278
H 0.922 1.285 -1.213 -0.022
H -0.477 3.192 -2.295 0.292
H -0.398 2.211 -3.867 0.280
H -2.016 1.976 -1.444 0.284
H -2.527 1.316 -2.937 0.344
H -1.460 0.508 -1.744 0.072

---

26
Properties=species:S:1:pos:R:3:mulliken_charge:R:1 method="wB97M-V/def2-TZVPD" orbital_gap_ev=9.985 spin_multiplicity=1 charge=0 energy_ha=-390.5551 e_homo_ha=-0.330 smiles=CCc1ccccc1.CC de_lowest_ev=2.1992
C 2.287 1.682 0.078 -1.262
C 1.243 1.355 1.067 0.035
C 0.731 0.009 0.906 0.432
C 0.955 -0.966 -0.145 -0.385
C 0.249 -2.131 -0.241 -0.585
C -0.588 -2.562 0.773 -0.558
C -0.586 -1.776 1.940 -0.517
C -0.003 -0.472 1.977 -0.774
H 1.781 1.872 -0.975 0.184
H 3.050 0.861 0.089 0.344
H 3.070 2.513 0.378 0.332
H 1.751 1.557 2.043 0.371
H 0.479 2.232 0.913 0.126
H 1.558 -0.695 -0.878 0.519
H 0.334 -2.676 -1.145 0.421
H -0.881 -3.593 0.809 0.418
H -1.016 -2.067 2.829 0.465
H -0.043 0.026 2.915 0.435
C -2.154 -0.068 -1.378 -0.631
C -1.429 1.217 -1.930 -0.839
H -1.615 -0.951 -1.670 0.170
H -2.133 -0.037 -0.269 0.112
H -3.183 -0.064 -1.773 0.384
H -0.964 0.903 -2.792 0.334
H -0.884 1.812 -1.163 0.031
H -2.010 2.021 -2.357 0.438

---

26
Properties=species:S:1:pos:R:3:mulliken_charge:R:1 method="wB97M-V/def2-TZVPD" orbital_gap_ev=9.977 spin_multiplicity=1 charge=0 energy_ha=-390.6181 e_homo_ha=-0.331 smiles=Cc1ccccc1.CCC de_lowest_ev=0.4844
C -2.397 0.087 1.736 -1.416
C -2.070 0.546 0.345 0.803
C -2.449 -0.262 -0.736 -0.362
C -2.201 0.144 -2.026 -0.472
C -1.573 1.367 -2.268 -0.451
C -1.024 2.075 -1.213 -0.499
C -1.316 1.675 0.083 -0.380
H -3.452 0.092 2.002 0.335
H -1.810 0.633 2.479 0.345
H -2.054 -0.938 1.872 0.324
H -2.770 -1.269 -0.500 0.345
H -2.372 -0.491 -2.892 0.348
H -1.543 1.715 -3.289 0.374
H -0.359 2.905 -1.417 0.392
H -0.899 2.263 0.890 0.314
C 2.052 -1.448 1.528 -1.255
C 2.224 -1.258 0.015 -0.024
C 3.323 -0.230 -0.337 -1.050
H 2.920 -1.967 1.940 0.387
H 1.183 -2.081 1.719 0.310
H 2.000 -0.502 2.068 0.320
H 2.521 -2.225 -0.389 0.253
H 1.280 -0.956 -0.433 0.176
H 2.921 0.774 -0.486 0.271
H 3.995 -0.071 0.515 0.298
H 3.871 -0.576 -1.207 0.315

---

26
Properties=species:S:1:pos:R:3:mulliken_charge:R:1 method="wB97M-V/def2-TZVPD" orbital_gap_ev=10.017 spin_multiplicity=1 charge=0 energy_ha=-390.6183 e_homo_ha=-0.332 smiles=CCc1ccccc1.CC de_lowest_ev=0.4772
C 2.873 0.002 -1.834 -1.204
C 1.927 -0.538 -0.764 -0.686
C 0.897 0.512 -0.363 0.302
C -0.151 0.814 -1.224 -0.046
C -1.111 1.765 -0.884 -0.617
C -0.967 2.479 0.288 -0.284
C 0.087 2.210 1.165 -0.636
C 0.957 1.182 0.853 -0.377
H 3.842 0.283 -1.416 0.314
H 2.494 0.898 -2.315 0.352
H 3.119 -0.675 -2.660 0.326
H 1.342 -1.391 -1.118 0.338
H 2.475 -0.795 0.149 0.442
H -0.263 0.227 -2.127 0.369
H -2.010 1.779 -1.484 0.366
H -1.671 3.266 0.539 0.359
H 0.126 2.808 2.068 0.378
H 1.805 1.017 1.521 0.286
C -2.713 -2.167 1.072 -0.964
C -1.265 -1.771 1.302 -0.415
H -2.846 -2.835 0.213 0.285
H -3.067 -2.783 1.900 0.298
H -3.363 -1.308 1.028 0.287
H -0.723 -2.534 1.850 0.389
H -1.130 -0.831 1.838 0.195
H -0.664 -1.614 0.403 -0.057

---

35
Properties=species:S:1:pos:R:3:mulliken_charge:R:1 method="wB97M-V/def2-TZVPD" orbital_gap_ev=5.744 spin_multiplicity=1 charge=-2 energy_ha=-8909.9891 e_homo_ha=-0.036 de_lowest_ev=0.0000
Pt -0.667 1.761 0.315 1.031
C 1.398 -1.300 3.484 -1.418
As 1.575 0.186 2.169 0.422
C 3.051 -0.740 1.239 -1.231
C 0.037 -0.346 1.015 0.259
C -1.041 -1.014 1.687 -0.408
C -2.102 -1.545 1.029 -0.423
C -2.186 -1.416 -0.375 -0.851
C -1.188 -0.798 -1.055 -0.146
C -0.015 -0.265 -0.412 -0.161
As 1.543 0.133 -1.623 0.419
C 1.262 -1.426 -2.811 -1.299
C 0.685 1.437 -2.801 -0.932
H 2.334 -1.318 4.049 0.427
H 1.243 -2.273 3.012 0.379
H 0.587 -1.109 4.186 0.365
H 2.675 -1.564 0.632 0.301
H 3.728 -1.134 2.000 0.427
H 3.575 -0.040 0.594 0.322
H -1.020 -1.070 2.766 0.175
H -2.898 -2.024 1.585 0.324
H -3.057 -1.774 -0.909 0.323
H -1.280 -0.688 -2.127 0.277
H 0.281 -1.472 -3.284 0.360
H 1.423 -2.345 -2.242 0.334
H 2.026 -1.370 -3.591 0.427
H -0.268 1.081 -3.193 0.280
H 1.375 1.644 -3.623 0.415
H 0.504 2.355 -2.247 0.173
S -4.500 4.942 0.564 -0.651
As -3.174 3.361 0.048 0.335
S -2.594 1.871 1.577 -0.454
S -1.024 3.974 -0.054 -0.416
S -3.681 2.282 -1.730 -0.645
F 1.391 2.005 0.130 -0.738

---

E_LUMO readings, ordered: 1.0 1.0 1.0 1.0 1.0 1.0 1.0 1.0 4.8 eV